Molecular formula: CO2PS
Method: DFT, wB97M-V/def2-TZVPD

Results
- Lowest unoccupied orbital energy (alpha / beta): 0.141 / 0.145 hartree
- HOMO level (alpha / beta): -0.0667 / -0.0658 Eh
- Charge: -1
- F_max: 1.56 eV/A

CARTESIAN COORDINATES (ANGSTROEM)
1 C 0.5802 0.8197 -0.1852
2 O 1.5234 0.3527 -0.6820
3 O -0.2263 1.5926 0.1439
4 P -0.0928 -1.4444 0.8512
5 S -1.7845 -1.3205 -0.1279

Partial charges, Mulliken, in e: number 1, C, carries 0.48; number 2, O, carries -0.38; number 3, O, carries -0.39; number 4, P, carries -0.22; number 5, S, carries -0.49

Molecular formula: CO3S3
Method: DFT, wB97M-V/def2-TZVPD

Results
- Lowest unoccupied orbital energy: -0.066 hartree
- HOMO level: -0.3585 Eh
- Charge: 0
- F_max: 1.92 eV/A

CARTESIAN COORDINATES (ANGSTROEM)
1 C 0.3881 1.4139 0.4409
2 O 0.8446 -2.1663 -0.6926
3 O -1.4398 -1.8014 -1.4387
4 O 0.8757 1.5259 -0.6442
5 S 0.1782 2.0556 2.0061
6 S -0.6486 0.2387 1.2953
7 S -0.1982 -1.2664 -0.9669

Partial charges, Mulliken, in e: number 1, C, carries 0.66; number 2, O, carries -0.36; number 3, O, carries -0.40; number 4, O, carries -0.41; number 5, S, carries -0.10; number 6, S, carries -0.06; number 7, S, carries 0.67

Molecular formula: CO3Sn
Method: DFT, wB97M-V/def2-TZVPD

Results
- Lowest unoccupied orbital energy: -0.098 hartree
- HOMO level: -0.2784 Eh
- Charge: 0
- F_max: 9.30 eV/A

CARTESIAN COORDINATES (ANGSTROEM)
1 Sn 0.2706 -0.2437 2.5465
2 C -0.0504 -0.0751 -0.8612
3 O -0.5425 0.5960 -1.7232
4 O -0.6880 -0.5158 0.1030
5 O 1.0103 0.2386 -0.0650

Partial charges, Mulliken, in e: number 1, Sn, carries 0.84; number 2, C, carries 0.85; number 3, O, carries -0.51; number 4, O, carries -0.59; number 5, O, carries -0.60

Molecular formula: CO4S
Method: DFT, wB97M-V/def2-TZVPD

Results
- Lowest unoccupied orbital energy: -0.051 hartree
- HOMO level: -0.4509 Eh
- Charge: 0
- F_max: 1.76 eV/A

CARTESIAN COORDINATES (ANGSTROEM)
1 C 1.9581 0.0515 -0.0283
2 O -0.9238 -0.7266 0.0813
3 O 2.2446 -1.0545 0.0256
4 O -2.6737 0.9680 0.1026
5 O 1.7104 1.1665 -0.0870
6 S -2.3156 -0.4048 -0.0941

Partial charges, Mulliken, in e: number 1, C, carries 0.73; number 2, O, carries -0.32; number 3, O, carries -0.36; number 4, O, carries -0.35; number 5, O, carries -0.36; number 6, S, carries 0.65

Molecular formula: Ca2Hg5O16P4
Method: DFT, wB97M-V/def2-TZVPD

Results
- Lowest unoccupied orbital energy: -0.391 hartree
- HOMO level: -0.4859 Eh
- Charge: +2
- F_max: 5.11 eV/A

CARTESIAN COORDINATES (ANGSTROEM)
1 Hg -2.9398 -0.1621 -2.2212
2 Hg -3.8290 -2.4469 0.2050
3 Hg 0.1133 -4.9466 -1.5897
4 Hg -0.0292 1.5226 -0.8618
5 Hg 0.9213 -2.7289 2.3993
6 Ca 0.8270 -1.5824 -3.9521
7 Ca 2.4995 -0.5418 -0.5308
8 P -0.4199 -2.0584 -0.8595
9 O -0.1119 -2.7930 -2.1970
10 O 0.1630 -3.1262 0.1458
11 O -1.9643 -1.9395 -0.8167
12 O 0.3354 -0.7214 -0.8223
13 P -3.4929 0.9708 0.4114
14 O -4.0769 -0.3453 -0.2920
15 O -3.3329 0.7402 1.9028
16 O -4.4895 2.0937 0.3175
17 O -2.1126 1.0813 -0.3363
18 P 2.9332 2.8160 -0.3305
19 O 4.4316 2.6346 -0.0474
20 O 2.4213 3.2626 0.9860
21 O 2.2781 1.5732 -1.0427
22 O 2.9214 3.8798 -1.4063
23 P 1.4081 0.5572 2.1653
24 O 0.7401 -0.6917 2.8257
25 O 0.3071 1.1520 1.2477
26 O 2.7643 0.2484 1.4266
27 O 1.7339 1.5519 3.2731

Partial charges, Mulliken, in e: number 1, Hg, carries 0.73; number 2, Hg, carries 1.34; number 3, Hg, carries 0.13; number 4, Hg, carries 1.70; number 5, Hg, carries 1.32; number 6, Ca, carries 1.49; number 7, Ca, carries 1.54; number 8, P, carries 0.32; number 9, O, carries -0.71; number 10, O, carries -0.80; number 11, O, carries -0.53; number 12, O, carries -0.42; number 13, P, carries 0.69; number 14, O, carries -0.87; number 15, O, carries -0.42; number 16, O, carries -0.44; number 17, O, carries -0.30; number 18, P, carries 0.70; number 19, O, carries -0.32; number 20, O, carries -0.24; number 21, O, carries -0.59; number 22, O, carries -0.42; number 23, P, carries 0.48; number 24, O, carries -0.61; number 25, O, carries -0.41; number 26, O, carries -0.81; number 27, O, carries -0.56

Molecular formula: Ca3H2N3O10
Method: DFT, wB97M-V/def2-TZVPD

Results
- Lowest unoccupied orbital energy: -0.500 hartree
- HOMO level: -0.5694 Eh
- Charge: +3
- F_max: 8.74 eV/A

CARTESIAN COORDINATES (ANGSTROEM)
1 Ca 4.7893 -1.3631 -0.7993
2 Ca 2.1869 -1.2237 3.8148
3 Ca -1.0258 1.1496 0.7740
4 N 1.6133 -0.2950 0.5262
5 O 2.7278 -0.6798 0.1265
6 O 0.7687 -0.2559 -0.3091
7 O 1.3345 -0.0213 1.6984
8 N -1.7257 -2.0129 2.2997
9 O -0.8698 -2.7874 2.5949
10 O -1.4557 -1.0510 1.5457
11 O -2.8235 -2.1487 2.8307
12 N -2.1957 1.8405 -1.9016
13 O -2.6309 2.0210 -3.0318
14 O -1.6630 0.8084 -1.4948
15 O -2.3350 2.7090 -1.1401
16 O 1.0465 1.3158 -2.8347
17 H 0.9041 0.3762 -2.7196
18 H 1.3538 1.6184 -1.9802

Partial charges, Mulliken, in e: number 1, Ca, carries 1.92; number 2, Ca, carries 1.77; number 3, Ca, carries 1.63; number 4, N, carries 1.12; number 5, O, carries -0.70; number 6, O, carries -0.53; number 7, O, carries -0.67; number 8, N, carries 0.79; number 9, O, carries -0.60; number 10, O, carries -0.60; number 11, O, carries -0.46; number 12, N, carries 1.38; number 13, O, carries -0.56; number 14, O, carries -0.79; number 15, O, carries -0.73; number 16, O, carries -0.51; number 17, H, carries 0.31; number 18, H, carries 0.24

Molecular formula: Ca8O16P4
Method: DFT, wB97M-V/def2-TZVPD

Results
- Lowest unoccupied orbital energy: -0.564 hartree
- HOMO level: -0.6367 Eh
- Charge: +4
- F_max: 9.83 eV/A

CARTESIAN COORDINATES (ANGSTROEM)
1 Ca 7.9397 -1.6386 2.3882
2 Ca 4.9180 -0.7506 6.1600
3 Ca 3.8014 2.3554 1.1012
4 Ca 7.3092 2.3488 1.3690
5 Ca 5.0058 4.9298 2.7226
6 Ca 1.9463 1.0230 4.1749
7 Ca 4.5586 -1.4369 2.0724
8 Ca 5.0466 3.1242 6.4768
9 P 2.5769 0.5434 7.2778
10 O 1.3796 1.4315 7.0320
11 O 2.4362 0.0852 8.6908
12 O 3.9968 1.2762 7.3555
13 O 2.8449 -0.4188 6.1413
14 P 2.9569 3.9578 4.3895
15 O 2.8760 3.2251 3.0657
16 O 2.5736 2.6907 5.3257
17 O 1.8422 5.0450 4.5248
18 O 4.4380 4.4441 4.7076
19 P 5.1775 1.2233 3.3090
20 O 5.3154 2.5489 2.7782
21 O 5.0037 0.9724 4.8225
22 O 6.0088 0.1707 2.3881
23 O 3.7842 0.6883 2.5937
24 P 0.4584 2.0076 1.4475
25 O -0.5754 1.0810 0.9448
26 O -0.1875 3.4115 1.1593
27 O 1.7877 1.5103 0.8952
28 O 0.3219 1.8905 3.0256

Partial charges, Mulliken, in e: number 1, Ca, carries 0.79; number 2, Ca, carries 1.27; number 3, Ca, carries 1.26; number 4, Ca, carries 0.96; number 5, Ca, carries 1.15; number 6, Ca, carries 1.60; number 7, Ca, carries 0.60; number 8, Ca, carries 1.48; number 9, P, carries 0.98; number 10, O, carries -0.23; number 11, O, carries -0.33; number 12, O, carries -0.79; number 13, O, carries -0.81; number 14, P, carries 0.42; number 15, O, carries -0.27; number 16, O, carries -0.51; number 17, O, carries -0.58; number 18, O, carries -1.06; number 19, P, carries 0.25; number 20, O, carries -0.38; number 21, O, carries 0.08; number 22, O, carries -0.03; number 23, O, carries -0.87; number 24, P, carries 0.83; number 25, O, carries -0.28; number 26, O, carries -0.24; number 27, O, carries -0.67; number 28, O, carries -0.62

Molecular formula: CaHO
Method: DFT, wB97M-V/def2-TZVPD

Results
- Lowest unoccupied orbital energy: -0.265 hartree
- HOMO level: -0.4370 Eh
- Charge: +1
- F_max: 3.44 eV/A

CARTESIAN COORDINATES (ANGSTROEM)
1 Ca -1.8463 1.3223 0.3182
2 O 0.4635 -0.4965 -0.1758
3 H 1.3828 -0.8257 -0.1424

Partial charges, Mulliken, in e: number 1, Ca, carries 1.62; number 2, O, carries -0.80; number 3, H, carries 0.18